Here is C7H10N2 in the gas phase in a non-equilibrium geometry from OMol25. Energies are from ωB97M-V/def2-TZVPD.

Last column: Mulliken charge in e.
Positions of all 19 atoms, in Å:
C (-0.919, 0.371, 2.997)  -0.75
C (-1.042, 0.670, 1.711)  -0.23
C (-0.470, -0.102, 0.645)  0.47
C (0.703, -1.759, -0.312)  -0.64
C (0.115, -0.815, -1.381)  0.16
C (1.065, 0.362, -1.863)  -0.56
C (-0.005, 1.301, -1.194)  -0.58
H (-0.343, -0.550, 3.180)  0.31
H (-1.305, 1.051, 3.746)  0.28
H (-1.682, 1.495, 1.543)  0.36
H (0.288, -2.759, -0.327)  0.30
H (1.787, -1.958, -0.365)  0.29
H (-0.524, -1.319, -2.139)  0.28
H (2.004, 0.565, -1.268)  0.24
H (1.101, 0.511, -2.956)  0.32
H (-0.634, 1.920, -1.825)  0.24
H (0.295, 1.963, -0.372)  0.29
N (0.343, -1.084, 0.938)  -0.57
N (-0.778, 0.139, -0.756)  -0.22

## Properties
SMILES: C=CC1=NC[C@@H]2CCN12
relative energy (zero: lowest compared OMol25 entry of this formula, charge and spin): 265.2 kJ/mol
molecular weight: 122.2 g/mol
orbital gap: 0.352 hartree
LUMO: 0.83 eV
total charge: 0
max |F|: 3.65 eV Å⁻¹
energy: -382.1511 Eh

---

Here is C5H8FN in the gas phase in a non-equilibrium geometry from OMol25. Energies are from ωB97M-V/def2-TZVPD.

Last column: Mulliken charge in e.
Positions of all 15 atoms, in Å:
C (-2.409, -0.629, 0.275)  -0.63
C (-1.598, -0.101, -0.577)  0.33
C (-0.116, 0.018, -0.232)  0.59
C (0.946, 0.351, -1.376)  -1.12
C (1.563, 0.133, 1.419)  -0.85
N (0.164, -0.041, 0.993)  -0.48
F (-1.972, 0.356, -1.744)  -0.27
H (-3.477, -0.806, -0.003)  0.29
H (-2.021, -0.850, 1.314)  0.28
H (1.585, 1.094, -0.918)  0.38
H (0.244, 0.629, -2.175)  0.33
H (1.303, -0.689, -1.626)  0.29
H (1.586, 0.006, 2.475)  0.31
H (2.002, 1.181, 1.267)  0.25
H (2.200, -0.652, 0.907)  0.30

## Properties
SMILES: C=C(F)/C(C)=N/C
relative energy (zero: lowest compared OMol25 entry of this formula, charge and spin): 141.1 kJ/mol
molecular weight: 101.1 g/mol
orbital gap: 0.377 hartree
LUMO: 0.96 eV
total charge: 0
max |F|: 4.27 eV Å⁻¹
energy: -349.8656 Eh